Formula: C5H10O2
Source: the OMol25 dataset
Level of theory: ωB97M-V/def2-TZVPD

Output
* LUMO level: 1.07 eV
* relative energy (zero: lowest compared OMol25 entry of this formula, charge and spin): 122.8 kcal per mole
* Kohn-Sham gap: 0.32552 Ha
* HOMO level: -0.2862 Eh

Cartesian coordinates (Å):
1 C -0.80173 2.03954 1.27998
2 C 0.28520 1.65267 0.29510
3 C 0.39385 0.18156 0.15490
4 O -0.54760 -0.39271 -0.73874
5 C 0.89294 -0.43065 -1.06052
6 C 0.24476 -3.12881 -0.85809
7 O -0.91476 -2.77426 -0.39436
8 H -0.86066 3.12447 1.36996
9 H -1.77677 1.66370 0.95078
10 H -0.59277 1.61894 2.26931
11 H 0.08275 2.06512 -0.70022
12 H 1.27231 1.99788 0.61358
13 H 0.50965 -0.40365 1.07145
14 H -0.93303 -1.74954 -0.42879
15 H 1.44393 -1.37021 -1.00053
16 H 1.05068 0.14557 -1.95754
17 H 0.25124 -4.23965 -0.86626

=====

Formula: C4H3Cl3N2
Source: the OMol25 dataset
Level of theory: ωB97M-V/def2-TZVPD

Output
* LUMO level: -0.18 eV
* SMILES string: Cl\C=N/C=C\C(Cl)=N\Cl
* relative energy (zero: lowest compared OMol25 entry of this formula, charge and spin): 30.1 kcal per mole
* Kohn-Sham gap: 0.31808 Ha
* HOMO level: -0.3249 Eh

Cartesian coordinates (Å):
1 Cl -1.65296 -1.01809 -1.35360
2 C 0.04603 -1.12268 -1.11527
3 N 0.43778 -1.54848 0.02723
4 C -0.07619 -1.05887 1.16685
5 C -0.30208 0.31508 1.22635
6 C 0.01418 1.17580 0.17989
7 Cl 0.17866 2.84212 0.62909
8 N 0.37345 0.86751 -0.98072
9 Cl 1.13682 1.90515 -2.05950
10 H 0.65964 -1.42247 -1.84326
11 H -0.10699 -1.67577 1.95342
12 H -0.70834 0.74071 2.16952

=====

Formula: C18H52O10S8Tl
Source: the OMol25 dataset
Level of theory: ωB97M-V/def2-TZVPD

Output
* LUMO level: -6.25 eV
* Kohn-Sham gap: 0.18106 Ha
* charge: +1
* HOMO level: -0.4109 Eh

Cartesian coordinates (Å):
1 Tl -1.03940 1.18811 2.17957
2 O -1.22453 -0.99480 1.42580
3 C -0.72953 -0.90937 0.04187
4 C 0.42852 0.12658 -0.29653
5 O 0.45668 1.42718 0.36684
6 H -1.66910 -0.70500 -0.47149
7 H -0.50191 -1.91294 -0.31747
8 H 0.32789 0.23568 -1.37638
9 H 1.38023 -0.37460 -0.12000
10 C -2.55711 -3.34662 -0.05132
11 S -3.34257 -2.42570 -1.47032
12 O -4.54375 -3.28955 -1.74582
13 C -3.97286 -1.13813 -0.33905
14 H -1.82783 -2.80737 0.55322
15 H -2.00599 -4.24564 -0.32725
16 H -3.43122 -3.63788 0.53108
17 H -4.68535 -1.51837 0.39298
18 H -4.53371 -0.39993 -0.91230
19 H -3.13419 -0.66829 0.17474
20 C 3.28686 -1.35649 0.09212
21 S 3.69106 -1.61446 1.86032
22 O 4.77349 -0.63828 2.30800
23 C 2.17175 -0.96118 2.58922
24 H 3.19652 -0.27130 0.04427
25 H 2.40552 -1.97206 -0.08790
26 H 4.13315 -1.60172 -0.54956
27 H 2.21043 -1.28292 3.62994
28 H 1.31665 -1.39326 2.06940
29 H 2.22266 0.12544 2.65832
30 C -0.29164 -3.00847 2.69621
31 S 1.05663 -4.04213 1.99252
32 O 0.40493 -5.43012 1.95557
33 C 1.07659 -3.32751 0.26495
34 H -0.44747 -3.24360 3.74908
35 H -1.21037 -3.20298 2.14286
36 H -0.08003 -1.93926 2.68544
37 H 1.89098 -3.70383 -0.35411
38 H 1.12400 -2.24351 0.36889
39 H 0.09973 -3.51588 -0.18043
40 C 2.94858 1.06497 -1.74168
41 S 1.82886 0.30399 -3.00726
42 O 2.33545 0.72922 -4.39672
43 C 2.39397 -1.34147 -2.48036
44 H 2.88056 2.15270 -1.75967
45 H 4.00131 0.90848 -1.97697
46 H 2.75255 0.79616 -0.70369
47 H 1.86983 -1.70076 -1.59476
48 H 3.45979 -1.46990 -2.29159
49 H 2.12616 -1.97602 -3.32518
50 C 2.46355 5.70593 -0.67066
51 S 3.08830 3.93673 -0.96666
52 O 4.24150 3.56240 -0.01035
53 C 1.56909 3.03077 -0.52423
54 H 3.26020 6.44823 -0.71995
55 H 1.97931 5.67725 0.30545
56 H 1.75364 5.92923 -1.46707
57 H 1.70852 1.95792 -0.65710
58 H 0.75115 3.36964 -1.16004
59 H 1.21600 3.25180 0.48303
60 C 1.01168 2.97759 -3.74640
61 S -0.76015 2.47015 -3.98483
62 O -0.92791 2.05696 -5.42725
63 C -0.76023 0.87906 -2.97852
64 H 1.11312 3.96518 -4.19637
65 H 1.61504 2.30509 -4.35617
66 H 1.27736 2.88937 -2.69296
67 H -1.80854 0.65845 -2.77730
68 H -0.14037 0.86317 -2.08208
69 H -0.33278 0.09126 -3.59880
70 C -2.86961 1.25937 -0.90254
71 S -2.70915 2.96376 -0.16917
72 O -2.28215 2.58789 1.24794
73 C -1.07850 3.40585 -0.94507
74 H -1.95146 0.72846 -1.15398
75 H -3.58848 1.39362 -1.71081
76 H -3.33123 0.54019 -0.22594
77 H -0.47771 2.50725 -1.08528
78 H -0.54389 4.19302 -0.41342
79 H -1.34748 3.76949 -1.93680
80 C -2.60649 -1.27478 5.66237
81 S -3.14120 -0.66343 4.03277
82 O -2.18781 0.52413 3.68503
83 C -2.49336 -2.13261 3.14128
84 H -1.54160 -1.16410 5.86697
85 H -2.96142 -2.28487 5.86691
86 H -3.09317 -0.59357 6.36037
87 H -2.18671 -1.88562 2.12488
88 H -3.28619 -2.88040 3.12338
89 H -1.66380 -2.46698 3.76427

=====

Formula: C30H28N2SiYb
Source: the OMol25 dataset
Level of theory: ωB97M-V/def2-TZVPD

Output
* LUMO level (spin up / spin down): -3.71 / -3.71 eV
* multiplicity: 2
* Kohn-Sham gap (spin up / spin down): 0.10233 / 0.20980 Ha
* charge: +1
* HOMO level (spin up / spin down): -0.2386 / -0.3460 Eh

Cartesian coordinates (Å):
1 C -2.20496 0.32303 1.87560
2 C -1.78107 -0.98774 1.53240
3 C -0.93292 -1.46714 2.56578
4 H -2.11726 -1.57102 0.67752
5 C -0.83776 -0.45681 3.55289
6 C -1.62311 0.64955 3.12969
7 H -1.81286 1.54823 3.71685
8 H -2.90142 0.93511 1.29884
9 H -0.49732 -2.46397 2.61968
10 H -0.32933 -0.54008 4.51346
11 Yb 0.14259 0.43268 1.61323
12 C 1.18673 -2.42666 -3.40710
13 H 1.78132 -3.09597 -2.78048
14 H 1.57338 -2.35057 -4.44101
15 H 0.14389 -2.88137 -3.57082
16 Si -0.62189 -1.87653 -2.36628
17 C -2.03811 -0.91498 -3.07862
18 C -3.16158 -0.67772 -2.25431
19 H -3.24516 -1.16724 -1.28163
20 C -4.16909 0.21198 -2.65072
21 H -5.02294 0.39355 -1.99190
22 C -4.07201 0.88421 -3.87424
23 H -4.84264 1.60452 -4.16427
24 C -2.97780 0.64577 -4.71539
25 H -2.90129 1.18698 -5.66314
26 C -1.97938 -0.26162 -4.33270
27 H -1.13353 -0.45037 -4.99734
28 C -1.07706 -3.31360 -1.29503
29 C -2.29022 -3.99285 -1.49239
30 H -2.96543 -3.69381 -2.29954
31 C -2.65686 -5.02668 -0.62131
32 H -3.59165 -5.56490 -0.78378
33 C -1.83698 -5.35960 0.45875
34 H -2.11916 -6.17040 1.13015
35 C -0.65316 -4.65365 0.69332
36 H -0.02916 -4.89889 1.55549
37 C -0.28351 -3.62367 -0.17149
38 H 0.60410 -3.02398 0.05631
39 H 0.04904 -1.00407 -1.36051
40 H 1.21707 -1.34469 -3.05870
41 C 2.61384 2.41281 -1.86556
42 C 1.59824 1.78755 -1.12828
43 N 1.60500 1.81223 0.22398
44 C 2.52035 2.55505 0.90514
45 C 3.55684 3.24736 0.20698
46 C 3.59627 3.11908 -1.19303
47 C 4.47304 4.03932 0.96259
48 C 4.33989 4.21563 2.31836
49 C 3.29762 3.57700 3.05771
50 C 3.08978 3.76398 4.43859
51 C 2.06149 3.09225 5.08002
52 C 1.26161 2.20823 4.34237
53 N 1.43882 2.01040 3.02023
54 C 2.40958 2.69607 2.36221
55 H 2.60798 2.33706 -2.95014
56 H 0.76498 1.26764 -1.61652
57 H 4.40548 3.60493 -1.73239
58 H 5.28643 4.52789 0.42688
59 H 5.02994 4.85334 2.87629
60 H 3.74708 4.44949 4.97498
61 H 1.85181 3.22203 6.14033
62 H 0.45239 1.64563 4.81198

=====

Repeat the second record exactly.
Formula: C4H3Cl3N2
Source: the OMol25 dataset
Level of theory: ωB97M-V/def2-TZVPD

Output
* LUMO level: -0.18 eV
* SMILES string: Cl\C=N/C=C\C(Cl)=N\Cl
* relative energy (zero: lowest compared OMol25 entry of this formula, charge and spin): 30.1 kcal per mole
* Kohn-Sham gap: 0.31808 Ha
* HOMO level: -0.3249 Eh

Cartesian coordinates (Å):
1 Cl -1.65296 -1.01809 -1.35360
2 C 0.04603 -1.12268 -1.11527
3 N 0.43778 -1.54848 0.02723
4 C -0.07619 -1.05887 1.16685
5 C -0.30208 0.31508 1.22635
6 C 0.01418 1.17580 0.17989
7 Cl 0.17866 2.84212 0.62909
8 N 0.37345 0.86751 -0.98072
9 Cl 1.13682 1.90515 -2.05950
10 H 0.65964 -1.42247 -1.84326
11 H -0.10699 -1.67577 1.95342
12 H -0.70834 0.74071 2.16952